(1)
Formula: C56H132O4
Source: the Open Molecules 2025 dataset
Level of theory: ωB97M-V/def2-TZVPD

As for the SMILES: CCCCCC.CCCCCC.CCCCCC.CCCCCC.CCCCCC.CCCCCC.CCCCCC.CCCCCC.COCCOC.COCCOC. As for the multiplicity: 1. The calculation puts the LUMO energy at 0.7 eV.

Cartesian coordinates (Å):
H -1.689 -0.813 -0.896
H 3.473 5.816 4.867
H -1.823 4.206 3.510
C -0.265 3.774 -0.979
C -8.570 -0.524 0.653
H 1.957 3.323 -2.814
H 3.982 3.156 0.645
H -0.079 2.967 -3.554
H -4.849 -1.047 -1.467
C 2.151 -0.401 5.895
H 4.043 4.859 1.073
H 0.551 -0.647 -2.946
C -9.067 3.353 1.288
H 3.832 2.950 -4.494
H 1.491 -1.141 0.080
H 5.196 -5.622 -4.404
C 2.464 1.287 -2.468
H -2.197 3.105 -4.688
O 3.424 6.364 2.896
H 3.719 -1.134 -0.935
H -3.721 1.607 1.890
H 0.371 5.076 2.143
H 0.586 4.262 -1.452
O 4.242 3.407 2.614
H -3.598 -6.911 -1.661
C -1.298 -1.765 -0.535
H 4.703 -1.340 -3.330
H 6.126 2.489 -3.601
C 4.075 -2.588 2.997
H -3.966 -0.094 0.365
H 4.843 -3.701 -2.592
H 4.794 -1.158 0.417
H 4.389 4.161 -3.352
H 3.015 0.603 -4.416
C 2.862 2.783 -2.529
C 5.899 -3.604 -4.454
H 5.047 1.149 -3.209
H 6.831 -5.496 -3.933
H -1.208 -1.130 1.505
H -5.047 3.430 -0.924
C -4.436 -5.620 -3.207
H -2.090 -3.621 0.202
H -6.842 -1.441 2.579
H 3.911 -1.506 3.217
C -4.251 1.887 1.015
H 4.431 -4.379 4.258
H 0.753 -3.729 -4.903
C -1.663 3.224 3.957
H 6.759 -1.657 -0.986
H 2.070 1.768 1.222
C 0.012 1.841 5.391
H 3.205 0.631 -2.000
H -5.081 -5.665 -4.065
H -0.868 1.391 5.851
C -6.322 -1.365 1.616
H -2.585 2.918 4.485
H -1.988 -6.483 -4.430
H 5.026 -3.296 -5.053
H -2.871 1.054 -0.402
C -4.724 4.013 -0.027
H 1.452 4.627 0.861
C 4.451 4.365 3.612
H 2.485 8.092 2.287
H -5.001 -5.026 -2.474
C 5.676 -1.659 -2.857
C -1.364 3.523 -1.976
H -9.904 4.072 1.197
H 4.943 -2.629 2.337
H 0.977 2.515 7.273
H -9.202 -0.636 -0.278
C 4.385 -3.281 4.341
C 2.949 -4.531 1.757
H 5.990 -0.105 -1.387
C 2.274 0.950 1.929
H -0.602 5.710 -0.068
O -4.776 1.045 -1.141
H 6.580 -3.519 -2.371
C 1.115 -0.031 1.951
H -6.834 -1.036 -0.473
H -9.948 1.915 -0.042
C -0.421 3.209 4.865
C -3.899 0.916 -0.042
H 2.975 0.167 5.491
H -1.583 4.522 -2.435
C 1.624 -4.350 -0.445
C 5.744 -3.177 -3.000
C -1.229 -4.491 -5.338
H 3.871 -4.672 1.168
H 3.678 -3.062 5.171
H 0.855 -4.861 1.465
H 3.098 -5.188 2.619
H -0.320 -3.598 -3.540
H -7.603 1.362 0.159
O -3.859 3.244 0.830
H 2.120 -1.375 -2.958
H -5.768 -0.413 1.587
H 4.491 -2.678 -0.455
H 3.201 0.491 1.620
C -3.128 -4.842 -3.629
H -1.547 2.524 3.136
H 2.005 2.397 5.863
C -0.605 4.657 0.223
H -5.107 -7.458 -2.473
C 6.107 -5.102 -4.675
C 4.456 3.891 1.315
H -9.217 -0.822 1.496
H 0.259 0.535 2.290
C 5.844 -1.197 -1.442
H -5.591 -2.172 1.584
H 0.370 -5.167 -3.987
H -3.075 -2.985 -1.106
H -5.322 1.803 1.215
H 3.164 3.063 -1.509
C 0.463 4.399 1.282
H -0.880 -4.955 -6.272
H 2.269 0.689 7.735
H -10.250 1.684 1.645
C -0.947 2.520 -3.063
H 1.481 -3.271 -0.302
H 2.384 4.921 3.834
H -7.689 -2.404 0.284
H 6.423 -5.437 -5.647
C 1.469 -0.683 -3.541
C 2.090 0.679 -3.822
H -1.613 4.360 0.600
H 2.583 -1.314 6.317
C -2.459 -2.725 -0.250
C 1.173 1.908 6.391
C 2.400 7.331 3.059
H 1.604 1.305 -1.820
H 0.788 -4.744 -1.001
C 0.699 -0.609 0.624
C -4.133 -7.002 -2.613
C 1.773 -5.013 0.910
C -2.311 -5.452 -4.748
H 2.570 -4.536 -0.955
H -0.570 3.899 5.683
H 1.432 6.847 3.081
H 2.032 -3.058 3.026
C -9.440 1.932 0.925
C 4.658 -1.603 -0.572
H 1.407 1.324 -4.379
H -0.580 1.598 -2.589
H -2.469 -4.774 -2.739
C -7.308 -1.383 0.436
C 2.834 -3.108 2.262
H 0.254 1.228 4.534
C -2.114 2.259 -4.005
H 2.542 -2.481 1.429
H 5.364 4.926 3.342
H 1.265 -0.794 2.737
H -5.577 4.407 0.547
C 4.042 3.108 -3.437
H 2.550 7.835 4.021
H 0.393 3.352 1.592
H 0.401 3.677 4.317
H -0.670 -2.241 -1.303
H -3.417 -3.811 -3.883
H 0.118 2.788 -0.669
H -1.722 -3.569 -5.649
H -3.124 -2.241 0.500
C -0.513 -1.506 0.727
H -3.070 2.111 -3.488
H 5.392 -2.976 4.670
C -8.284 0.949 0.921
H 5.538 3.891 1.056
H -3.571 -7.582 -3.341
H 1.919 -6.080 0.780
H -8.225 3.645 0.656
H -5.201 0.021 -2.853
H 0.596 0.092 7.315
C 5.233 2.221 -3.033
H -4.141 4.878 -0.382
H 6.766 -3.077 -4.847
C -4.604 -0.088 -1.955
H -7.793 1.129 1.875
H -1.983 1.365 -4.621
H -8.651 3.395 2.292
H -2.979 -5.631 -5.591
H -3.545 -0.175 -2.298
C -0.048 -4.223 -4.371
H 5.373 2.368 -1.940
H -2.258 3.222 -1.404
H 1.443 -0.710 5.106
H -0.221 -2.448 1.208
H 1.233 -1.191 -4.476
C 3.393 5.387 3.876
C 1.528 0.520 6.964
H 2.451 1.369 2.919
H 4.794 3.827 4.524
H 0.478 0.197 -0.096
H 6.395 -1.175 -3.513

(2)
Formula: C56H133B2F6N8O16S2Zn
Source: the Open Molecules 2025 dataset
Level of theory: ωB97M-V/def2-TZVPD

As for the multiplicity: 1. The calculation puts the LUMO energy at -4.1 eV. Its net charge is -1.

Cartesian coordinates (Å):
C -0.028 -1.121 -14.649
H -9.481 -11.394 -3.569
C 10.878 -2.224 2.380
F -0.786 -4.891 2.015
H 7.950 -0.830 -1.072
C -7.178 -0.822 8.706
C 8.081 -6.098 12.533
H -0.631 -0.445 -14.042
H 7.260 5.560 6.918
H 4.070 -7.792 9.564
H 4.596 4.404 6.306
C 5.673 5.033 -8.049
C -10.555 -8.378 3.751
C 2.346 -1.470 -11.904
H -9.892 -7.575 4.072
H 11.353 -4.322 0.401
H 10.119 -1.870 3.078
C 1.976 -1.001 -13.265
H -9.885 7.027 -4.372
H 4.532 8.187 -8.884
H 9.102 -5.087 2.669
H 6.729 -2.925 -0.954
H -9.852 11.114 -1.264
H 5.985 4.464 5.171
H 7.649 -4.953 -1.569
H -8.824 -9.590 3.080
H 10.308 -0.705 0.064
F -2.966 -0.114 -0.730
H 8.778 -5.740 -0.526
C -1.985 0.345 0.067
N 9.091 -3.736 1.403
H 1.167 6.651 -9.603
O -10.904 -9.083 4.962
C 5.010 7.237 -9.121
O 2.385 6.795 6.594
O -9.622 -10.312 -1.701
C -9.165 7.738 -4.777
H -6.126 11.240 -4.399
C 3.949 6.525 4.880
S -2.311 -2.885 0.866
H -8.042 -11.170 -2.890
H -6.019 9.105 -1.467
H -7.288 8.448 -0.383
C -1.820 -2.834 -8.733
O 5.910 5.140 8.424
H 2.508 5.056 5.467
H -9.251 1.519 2.483
H 2.428 -1.473 -9.255
H 0.594 4.675 -8.145
O -2.700 0.683 2.694
H 2.126 7.910 -9.175
H -11.968 -7.417 5.762
C -8.053 8.333 -3.791
H 0.904 5.480 7.315
H -8.753 -9.767 -3.702
O -0.935 -2.600 0.396
H -1.868 -3.422 -7.816
H 8.307 -9.268 9.708
C 1.091 6.541 7.151
H -0.847 -1.773 -14.952
C 9.247 -6.820 10.625
H -8.039 -1.213 9.248
C 8.418 -4.755 -0.822
C 4.802 6.819 -6.685
N 3.321 5.511 -8.201
H -8.190 -2.129 7.467
C 1.500 7.156 -8.697
C -7.361 9.465 -4.571
C 9.533 -1.378 0.432
H 10.221 -7.240 8.684
O -3.118 -3.506 -0.199
H 6.805 -2.215 0.624
C 6.763 -9.330 8.180
C 5.472 4.969 5.989
H -2.312 -1.861 -8.729
H 0.359 5.668 -6.720
C 1.651 -2.078 -9.721
C 10.160 -2.685 1.070
B -9.184 -3.465 0.577
H -7.857 -9.244 -1.149
H 4.915 6.733 6.659
H 7.294 4.284 9.838
H 1.610 4.449 -6.592
H 2.702 -2.483 -12.094
C -6.174 -3.149 8.713
H -8.572 11.424 -0.089
H -10.299 -10.441 2.906
H -11.618 -8.824 6.734
H 7.969 -7.092 12.966
H -6.240 7.573 -2.928
C 9.320 -6.798 9.110
H 4.028 -8.759 8.136
H -5.753 -3.862 8.004
H -9.999 -2.999 1.109
S -2.155 -0.444 1.908
F -2.980 -5.062 2.252
H -9.285 -10.949 0.618
H 2.978 3.966 -9.232
H 1.665 0.044 -13.279
H 0.452 -0.600 -15.477
H -8.760 7.204 -5.637
H 0.291 6.932 6.521
H -8.256 10.031 -4.828
H 7.312 -7.123 9.055
H 4.064 6.155 3.861
O 5.765 -9.105 9.223
H -9.465 -8.486 -0.903
O 8.049 -6.208 11.161
H -11.501 -7.965 3.401
H 8.978 -2.112 -1.536
H 0.607 7.591 -8.248
C 2.116 6.183 -7.676
H 6.701 -10.400 7.983
H 7.019 3.832 7.148
C -7.134 7.232 -3.449
C -8.930 -9.919 0.652
H 11.392 -3.071 2.833
H 3.213 -0.867 -11.633
H 5.178 -7.397 8.230
C -9.864 -9.449 2.786
C -1.955 -4.226 2.236
C 7.993 -3.978 0.457
O -0.830 -0.865 2.312
H -5.527 9.939 -3.527
C 8.166 -8.910 8.688
C 6.751 -4.766 1.057
H -5.413 -3.072 9.489
H -7.988 2.206 3.473
H 5.745 7.357 -6.584
N 8.113 -7.425 8.519
N 5.112 6.389 5.731
H 9.277 -4.298 -1.312
H 1.685 6.420 4.687
H 2.037 -3.051 -10.028
B -8.478 2.272 2.514
C 2.415 6.962 -6.264
C -6.899 9.342 -0.869
H 8.964 -9.280 8.045
C 8.489 -1.684 -0.661
H 12.267 -2.929 0.402
H 11.637 -1.455 2.233
C -7.412 11.053 -2.676
H -8.611 -2.753 0.003
H 0.759 -2.816 -7.895
H 6.663 5.299 -7.679
C 6.890 5.212 9.433
H 1.068 7.074 8.102
C -8.961 -10.601 -3.031
H -6.743 6.798 -4.369
C 3.706 7.776 -6.282
H -8.853 3.275 2.380
H -9.980 8.401 -5.066
H -9.603 -8.133 1.255
H 6.968 -5.766 1.434
N -8.752 8.928 -2.578
H -6.814 9.046 -5.415
C 6.512 4.798 7.136
H -7.713 6.470 -2.926
O -9.365 7.975 -1.821
C -8.041 9.978 -1.774
H -6.857 11.850 -2.182
H 3.778 7.587 4.703
N -3.232 -1.620 1.666
H 11.104 -3.145 -0.898
C 4.709 -8.209 8.785
H -5.486 -1.482 7.606
H -9.461 -4.306 -0.041
N -9.863 -9.097 1.411
H 2.827 -1.103 -13.938
O 0.874 -1.838 -13.790
H 0.380 -1.555 -11.319
O -0.597 -2.845 -9.356
H 8.961 -0.858 1.199
C 1.107 5.117 -7.291
F -1.884 -3.656 3.448
O 3.058 4.905 -9.416
O 9.658 -4.887 1.912
H 4.859 6.023 -5.943
C 0.479 -2.170 -8.727
H -10.337 -7.686 6.355
C -11.217 -8.184 5.948
H 9.377 -7.817 11.047
C -8.955 10.698 -0.806
H -8.504 -3.844 1.324
H 6.602 -8.837 7.221
Zn -7.433 -1.162 2.483
H 7.146 -5.606 12.801
H 0.235 -1.150 -8.433
H 9.279 -5.757 8.789
H -7.838 2.034 1.678
C 2.516 6.137 5.333
C 7.412 -2.711 -0.133
H -6.530 10.116 -0.196
H -9.507 9.982 -0.197
H 6.098 7.300 -9.118
H 1.597 7.643 -6.028
C 4.635 6.132 -8.097
F -2.016 1.646 0.075
C 11.253 -3.260 0.176
C -6.473 10.425 -3.764
H 6.433 5.696 10.296
H 6.261 -4.231 1.871
H -7.029 -3.571 9.242
C -8.877 -9.397 -0.794
F -0.781 -0.045 -0.374
H 5.425 4.059 -7.627
H 5.935 -4.918 0.351
H 8.916 -5.516 12.923
C -6.454 -1.894 7.892
H -2.519 -3.433 -9.317
H 5.906 4.744 -9.073
H 2.318 6.193 -5.498
H 4.832 7.045 -10.180
H 10.176 -6.363 10.966
H 3.608 8.674 -6.893
O -7.424 -2.171 6.890
H -8.621 7.413 -1.594
H 7.746 5.763 9.043
N 1.266 -1.293 -10.911
H -7.887 -9.882 0.967
H -7.425 0.044 8.091
H -8.199 11.581 -3.215
H 3.977 8.085 -5.273
H -6.560 -0.219 9.370

Looking at M for the records above, in order, we have 869.67 1439.86 g/mol.